The following is a DFT calculation (ωB97M-V/def2-TZVPD) of a structure of composition C27H21Cl2F9N2O3S2Sc at a distorted geometry.

Atoms and positions in Å:
Sc 0.501 0.634 -0.020
C 2.472 -1.264 2.196
N 1.069 -1.370 1.759
C 0.857 -2.631 1.054
C -0.369 -2.573 0.174
N -0.187 -1.628 -0.934
C 0.884 -2.113 -1.842
C -1.395 -1.464 -1.725
C -2.414 -2.408 -1.720
C -3.539 -2.247 -2.519
C -3.641 -1.132 -3.335
C -2.624 -0.187 -3.346
C -1.481 -0.330 -2.552
S -0.200 0.859 -2.596
C 0.217 -1.190 2.926
C -0.240 -2.261 3.689
C -1.002 -2.059 4.831
C -1.296 -0.761 5.228
C -0.826 0.310 4.487
C -0.054 0.127 3.330
S 0.551 1.506 2.452
H 2.699 -2.020 2.956
H 2.642 -0.271 2.609
H 3.123 -1.402 1.343
H 0.763 -3.486 1.726
H 1.740 -2.821 0.450
H -1.231 -2.255 0.763
H -0.559 -3.584 -0.206
H 0.703 -3.164 -2.101
H 1.861 -2.005 -1.384
H 0.886 -1.506 -2.742
H -2.361 -3.276 -1.076
H -4.331 -2.986 -2.488
H -4.521 -0.989 -3.955
H -2.695 0.699 -3.967
H -0.016 -3.280 3.403
H -1.357 -2.910 5.399
H -1.898 -0.586 6.113
H -1.054 1.327 4.782
Cl -5.131 5.159 -1.480
C -4.015 3.915 -0.972
C -4.508 2.638 -0.672
C -3.654 1.649 -0.269
Cl -4.280 0.096 0.156
C -2.243 1.854 -0.160
O -1.469 0.915 0.216
C -1.791 3.169 -0.467
C -0.398 3.505 -0.412
O 0.538 2.725 -0.253
C -2.684 4.181 -0.856
H -5.568 2.434 -0.751
H -0.155 4.570 -0.528
H -2.303 5.171 -1.081
F 3.760 1.942 1.187
C 4.078 2.114 -0.091
F 5.422 2.229 -0.174
F 3.571 3.285 -0.492
C 3.551 0.900 -0.954
O 2.379 0.371 -0.517
C 4.655 -0.224 -0.889
F 4.147 -1.398 -1.291
F 5.079 -0.389 0.376
F 5.738 0.006 -1.640
C 3.426 1.366 -2.442
F 2.393 2.185 -2.608
F 3.252 0.308 -3.242
F 4.532 2.021 -2.855

Values from the calculation:
- LUMO (eV) = 2.1
- HOMO-LUMO gap (eV) = 6.7
- 2S+1 = 1
- charge = -1
- energy above the lowest of the compared OMol25 structures with the same formula, charge and spin (eV) = 0.000
- E_HOMO (Ha) = -0.1675